[1]
Entry from OMol25: a 2-piece molecular cluster, C3H6NO2S overall at a distorted geometry (ωB97M-V/def2-TZVPD).

Summary:
Largest force on an atom   1.38 eV Å⁻¹
E   -721.35592 Ha
Net charge   -1
HOMO-LUMO gap   7.31 eV

Atoms and positions in Å:
S  -2.032  -1.389  1.883
O  -1.930  1.107  -0.523
O  -0.177  2.105  -1.508
N  0.039  0.020  -0.576
C  1.461  -0.019  -0.770
C  -0.598  1.130  -0.897
C  -0.442  -1.093  1.629
H  -2.072  0.295  -0.019
H  1.984  -0.056  0.198
H  1.737  -0.914  -1.338
H  0.026  -0.209  2.034
H  1.809  0.871  -1.311
H  0.194  -1.849  1.199

[2]
Entry from OMol25: an isolated ion of composition C3H6NO2S and charge -1 at a distorted geometry (ωB97M-V/def2-TZVPD).

Summary:
Largest force on an atom   4.68 eV Å⁻¹
SMILES   N[C@H](CS)C(=O)[O-]
E   -721.37870 Ha
Net charge   -1
HOMO-LUMO gap   7.31 eV

Atoms and positions in Å:
S  -0.436  -2.497  -1.090
O  2.229  0.825  1.022
O  0.409  1.773  1.819
N  -1.159  0.945  -0.576
C  0.999  1.071  1.042
C  0.214  0.366  -0.259
C  0.066  -1.127  0.111
H  0.898  0.558  -1.086
H  1.052  -1.471  0.321
H  -1.759  0.722  0.273
H  -1.110  1.889  -0.513
H  -0.620  -1.368  1.032
H  -0.785  -1.686  -2.095